17
Properties=species:S:1:pos:R:3 method="wB97M-V/def2-TZVPD" de_lowest_kj_mol=540.6 mol_weight_da=106.125 spin_multiplicity=1 charge=0
C -1.149 0.717 0.771
N -2.641 -0.399 -1.017
O -1.303 0.019 -0.858
H -2.658 -1.417 -1.072
H -2.958 -0.018 -1.905
H -1.587 -0.114 1.313
H -0.301 1.178 1.263
H -1.865 1.510 0.581
N 2.388 1.011 0.790
C 1.378 -1.087 0.090
C 1.507 0.257 0.000
O 0.483 -1.814 -0.585
H -0.251 -1.169 -0.897
H 2.863 1.744 0.283
H 3.052 0.454 1.308
H 2.051 -1.679 0.707
H 0.991 0.807 -0.773

---

48
Properties=species:S:1:pos:R:3 method="wB97M-V/def2-TZVPD" energy_ev=-43538.7082 mol_weight_da=469.466 spin_multiplicity=4 charge=+4 s_squared=3.7964
N -2.620 -0.641 4.019
C -3.221 -1.383 4.682
C -4.038 -2.247 5.524
H -3.580 -2.355 6.515
H -4.158 -3.244 5.081
H -5.028 -1.791 5.652
N -0.943 -2.347 -4.679
C -1.576 -1.659 -5.366
C -2.365 -0.809 -6.243
H -3.213 -1.370 -6.649
H -1.756 -0.469 -7.089
H -2.739 0.065 -5.696
N 4.991 -0.214 0.187
C 5.574 0.712 0.570
C 6.422 1.813 0.991
H 6.240 2.694 0.359
H 7.475 1.505 0.901
H 6.212 2.078 2.035
Tc 0.009 -0.248 -0.233
C 0.657 0.936 -1.550
O 1.065 1.708 -2.331
C -1.794 0.183 -0.562
O -2.910 0.482 -0.757
C -0.376 -2.626 0.542
C 0.700 -2.347 1.389
C 1.940 -1.984 0.855
C 2.138 -1.902 -0.524
C 1.082 -2.202 -1.390
C -0.199 -2.468 -0.856
H -1.341 -2.924 0.958
H 0.568 -2.389 2.471
H 2.784 -1.771 1.512
H 3.121 -1.584 -0.879
H 1.199 -2.232 -2.473
H -0.990 -2.730 -1.560
C 0.791 4.036 0.867
N -0.370 3.359 1.430
C -1.638 3.919 1.451
C -2.484 2.973 1.935
N -1.723 1.850 2.227
C -0.427 2.078 1.875
S 0.836 0.923 1.752
H 1.700 3.663 1.334
H 0.823 3.847 -0.211
H 0.664 5.102 1.067
H -1.799 4.925 1.106
H -3.560 2.970 1.999
H -2.045 1.004 2.715

---

7
Properties=species:S:1:pos:R:3 method="wB97M-V/def2-TZVPD" de_lowest_kj_mol=0.0 mol_weight_da=239.882 spin_multiplicity=3 charge=0 s_squared=2.0050
F 2.794 0.539 1.229
Si 3.487 0.388 -0.180
P 0.240 -1.722 0.876
Br 4.325 -1.659 -0.408
Br 4.955 1.982 -0.012
H 1.210 -0.762 1.170
H -0.799 -1.379 1.811

---

82
Properties=species:S:1:pos:R:3 method="wB97M-V/def2-TZVPD" de_lowest_kj_mol=167.4 mol_weight_da=809.687 spin_multiplicity=2 charge=-1 s_squared=0.7507
Ce 11.958 -14.748 -4.053
C 12.679 -17.714 -6.187
N 13.374 -17.302 -4.928
C 13.318 -18.439 -3.944
C 12.983 -18.055 -2.483
N 11.644 -17.388 -2.324
C 10.443 -18.185 -2.797
C 11.452 -16.917 -0.962
C 11.382 -17.849 0.108
C 11.503 -17.423 1.444
C 11.664 -16.057 1.787
C 11.652 -15.117 0.793
C 11.399 -15.509 -0.587
S 10.951 -14.133 -1.535
C 14.710 -16.720 -5.000
C 15.533 -17.060 -6.091
C 16.883 -16.607 -6.107
C 17.488 -16.030 -4.967
C 16.692 -15.619 -3.903
C 15.266 -15.916 -3.954
S 14.433 -15.041 -2.729
H 12.811 -18.739 -6.543
H 12.913 -17.071 -7.036
H 11.589 -17.542 -6.061
H 14.303 -18.890 -3.917
H 12.611 -19.113 -4.415
H 13.784 -17.376 -2.106
H 12.992 -19.031 -1.958
H 9.950 -18.703 -1.920
H 10.723 -18.893 -3.588
H 9.791 -17.424 -3.206
H 11.295 -18.879 -0.131
H 11.682 -18.214 2.160
H 11.925 -15.840 2.829
H 11.734 -14.027 0.874
H 15.164 -17.617 -7.056
H 17.439 -16.742 -7.001
H 18.561 -16.042 -4.861
H 17.046 -15.221 -2.933
C 11.779 -10.948 -4.259
C 12.138 -9.507 -4.715
N 13.621 -9.259 -4.519
C 14.340 -10.128 -5.444
C 13.926 -11.658 -5.354
N 13.008 -11.833 -4.084
C 13.885 -11.268 -2.918
C 14.009 -9.724 -3.138
H 10.994 -11.419 -4.898
H 11.224 -10.859 -3.306
H 11.527 -8.741 -4.179
H 11.972 -9.419 -5.765
H 15.422 -10.056 -5.253
H 14.115 -9.852 -6.498
H 14.839 -12.293 -5.288
H 13.417 -11.914 -6.265
H 14.898 -11.630 -2.936
H 13.442 -11.568 -1.969
H 15.054 -9.387 -2.976
H 13.348 -9.095 -2.488
O 9.790 -15.777 -4.629
C 9.274 -14.595 -4.708
O 10.002 -13.505 -4.704
H 8.128 -14.540 -4.779
C 10.937 -9.726 -12.622
Sb 9.640 -11.086 -11.610
C 10.610 -11.087 -9.620
C 8.008 -9.893 -10.611
H 10.418 -8.943 -13.224
H 11.686 -10.186 -13.219
H 11.411 -9.293 -11.734
H 11.663 -11.123 -9.900
H 10.282 -11.971 -9.100
H 10.308 -10.186 -9.137
H 8.382 -9.513 -9.644
H 7.105 -10.482 -10.309
H 7.595 -9.034 -11.127
C 11.482 -14.693 -8.536
C 11.688 -14.612 -7.029
O 12.421 -13.843 -6.375
H 10.477 -14.357 -8.910
H 11.481 -15.740 -8.780
H 12.258 -14.209 -9.145

---

25
Properties=species:S:1:pos:R:3 method="wB97M-V/def2-TZVPD" de_lowest_kj_mol=44.5 mol_weight_da=388.844 spin_multiplicity=4 charge=+2 s_squared=3.7661
Cl 0.269 5.120 -0.475
C -1.965 -0.342 -0.862
C -1.153 -1.512 -0.759
C 0.110 -1.256 -1.433
H -1.451 -2.461 -0.316
C 0.068 0.103 -1.950
C -1.196 0.679 -1.545
H -1.556 1.632 -1.940
H -2.998 -0.242 -0.559
H 0.904 -1.965 -1.600
C 1.105 0.767 -2.800
Re -0.101 0.172 0.182
C 1.698 1.027 0.396
O 2.754 1.473 0.611
C -1.185 1.125 1.534
O -1.782 1.637 2.393
H 2.102 0.488 -2.472
H 0.999 1.851 -2.756
H 1.007 0.423 -3.831
C 0.275 -1.325 3.377
O 0.501 -1.319 1.932
H -0.774 -1.124 3.577
H 0.845 -0.507 3.815
H 0.576 -2.286 3.800
H 0.949 -2.158 1.681

---

93
Properties=species:S:1:pos:R:3 method="wB97M-V/def2-TZVPD" de_lowest_kj_mol=0.0 mol_weight_da=801.858 spin_multiplicity=4 charge=0 s_squared=3.7634
V -1.288 -0.552 0.054
C -3.944 -2.398 1.802
C -2.560 -3.043 1.867
C -1.613 -2.189 2.654
C -1.271 -2.535 3.954
C -0.475 -1.693 4.709
C -0.069 -0.502 4.153
C -0.443 -0.221 2.849
N -1.173 -1.045 2.083
N -3.924 -1.104 1.120
C -3.947 0.065 1.977
C -3.505 1.280 1.187
C -4.163 2.482 1.354
C -3.929 3.529 0.476
C -3.096 3.305 -0.593
C -2.445 2.082 -0.686
N -2.567 1.098 0.226
C -4.761 -1.017 -0.053
C -4.155 -1.683 -1.275
C -4.987 -2.121 -2.293
C -4.428 -2.718 -3.406
C -3.055 -2.880 -3.458
C -2.292 -2.419 -2.401
N -2.824 -1.818 -1.323
H -4.346 -2.274 2.815
H -4.632 -3.065 1.277
H -2.188 -3.178 0.852
H -2.624 -4.028 2.333
H -1.630 -3.474 4.355
H -0.180 -1.965 5.716
H 0.552 0.204 4.687
H -0.124 0.692 2.365
H -3.292 -0.119 2.827
H -4.943 0.290 2.385
H -4.890 2.569 2.152
H -4.432 4.480 0.608
H -2.914 4.048 -1.357
H -1.811 1.864 -1.537
H -4.925 0.035 -0.295
H -5.758 -1.447 0.116
H -6.059 -1.995 -2.201
H -5.057 -3.063 -4.218
H -2.568 -3.348 -4.302
H -1.215 -2.516 -2.390
S 0.281 -2.813 -0.104
P 1.543 -1.222 0.049
C 0.739 0.274 -0.025
P 0.896 1.106 -1.467
S -0.268 0.418 -2.971
C 2.614 1.456 -2.055
C 3.488 2.073 -1.153
C 4.763 2.454 -1.538
C 5.190 2.218 -2.843
C 4.334 1.603 -3.742
C 3.047 1.226 -3.351
C 0.456 2.873 -1.117
C 0.271 3.795 -2.151
C -0.033 5.120 -1.870
C -0.156 5.545 -0.547
C 0.031 4.638 0.485
C 0.335 3.308 0.196
C 2.912 -1.533 -1.134
C 4.230 -1.199 -0.833
C 5.251 -1.439 -1.744
C 4.964 -2.026 -2.969
C 3.651 -2.365 -3.280
C 2.633 -2.121 -2.368
C 2.405 -1.324 1.667
C 2.807 -0.142 2.280
C 3.497 -0.166 3.490
C 3.782 -1.381 4.099
C 3.385 -2.570 3.492
C 2.705 -2.540 2.280
H 3.155 2.261 -0.137
H 5.423 2.933 -0.825
H 6.186 2.513 -3.151
H 4.664 1.410 -4.756
H 2.375 0.745 -4.052
H 0.353 3.466 -3.181
H -0.171 5.826 -2.680
H -0.391 6.580 -0.328
H -0.062 4.960 1.516
H 0.479 2.577 0.984
H 4.469 -0.738 0.118
H 6.270 -1.166 -1.495
H 5.760 -2.217 -3.678
H 3.419 -2.818 -4.236
H 1.612 -2.385 -2.611
H 2.548 0.794 1.794
H 3.805 0.763 3.957
H 4.314 -1.405 5.043
H 3.606 -3.519 3.965
H 2.381 -3.463 1.813

---

19
Properties=species:S:1:pos:R:3 method="wB97M-V/def2-TZVPD" de_lowest_kj_mol=253.6 mol_weight_da=143.543 spin_multiplicity=1 charge=-1
Cl 0.592 -0.013 -0.153
O 2.889 -0.564 1.203
H 2.583 -1.437 1.449
H 2.141 -0.164 0.761
O 0.524 1.788 -1.994
H 0.715 1.566 -2.905
H 0.647 0.967 -1.517
O -1.325 2.248 -0.149
H -0.765 2.828 0.367
H -0.723 1.609 -0.530
O -2.292 -0.800 -0.246
H -2.725 -0.726 -1.097
H -1.407 -0.468 -0.399
O -0.200 -2.341 -1.014
H 0.171 -1.500 -0.747
H -0.697 -2.636 -0.251
O -0.309 0.152 2.496
H -0.200 -0.314 1.667
H 0.382 -0.196 3.059

---

27
Properties=species:S:1:pos:R:3 method="wB97M-V/def2-TZVPD" energy_ev=-36197.3637 mol_weight_da=421.665 spin_multiplicity=1 charge=-1
Hg 39.225 -3.393 -3.547
P 36.211 -4.106 -3.090
O 35.791 -3.287 -1.952
O 37.690 -4.590 -2.626
O 36.275 -5.074 -1.951
O 37.227 -3.028 -2.812
O 38.412 -5.185 -5.379
H 39.205 -5.531 -5.827
H 38.057 -5.948 -4.931
O 38.817 -5.660 -0.852
H 38.374 -5.285 -1.710
H 38.233 -6.324 -0.578
O 40.907 -3.405 -5.246
H 40.919 -2.591 -5.732
H 40.912 -4.117 -5.882
O 38.200 -2.185 -5.467
H 38.747 -2.251 -6.255
H 37.489 -2.697 -5.799
O 39.385 -1.019 -3.344
H 39.165 -0.733 -2.482
H 39.264 -0.265 -3.894
O 40.637 -5.594 -3.309
H 41.181 -5.933 -2.636
H 40.426 -6.394 -3.816
O 40.261 -3.139 -1.418
H 40.693 -3.878 -0.991
H 40.368 -2.313 -0.945